ORCA calculation (wB97M-V/def2-TZVPD) on an isolated ion of composition C5H11N and charge +1 in a non-equilibrium geometry.

Results
ΔE to the lowest compared entry with this formula, charge and spin = 58.9 kcal/mol
Net charge = +1
Orbital gap (alpha / beta) = 10.408 / 5.431 eV
LUMO (alpha / beta) = -3.3 / -8.2 eV
HOMO (alpha / beta) = -13.74 / -13.66 eV
Spin multiplicity = 2

```
17
C5H11N | the OMol25 dataset | wB97M-V/def2-TZVPD
C 2.29774 0.74447 0.42864
N 0.91605 0.98273 0.08134
C 0.40555 0.10718 -0.97731
C -1.13346 -0.04697 -0.97997
C -1.77736 -0.69447 0.21502
C -1.24205 -1.33216 1.27156
H 2.52991 1.29022 1.35225
H 2.37897 -0.32427 0.63837
H 3.03089 1.10280 -0.31418
H 0.71923 1.95237 -0.18381
H 0.74729 0.67790 -1.85556
H 0.80329 -0.89922 -0.87789
H -1.48528 1.01182 -0.89061
H -1.46622 -0.48034 -1.90681
H -2.83174 -0.90730 0.03411
H -0.22249 -1.03919 1.52908
H -1.92721 -1.88279 1.90393
```

***

ORCA calculation (wB97M-V/def2-TZVPD) on an isolated ion of composition C5H10NO2 and charge -1 in a non-equilibrium geometry.

Results
ΔE to the lowest compared entry with this formula, charge and spin = 71.1 kcal/mol
Net charge = -1
Orbital gap = 6.576 eV
LUMO = 4.2 eV
HOMO = -2.41 eV

```
18
C5H10NO2 | the OMol25 dataset | wB97M-V/def2-TZVPD
N -0.73187 1.67760 -1.62250
C -0.02883 0.85876 -0.66695
C 0.05470 -0.62667 -0.99913
C 0.55452 -1.56744 0.17334
C 0.68011 -0.89710 1.53783
O 0.68136 0.51813 1.54079
C -0.53197 1.07726 0.97671
O -1.67798 0.72597 1.41659
H -1.69246 1.44725 -1.83035
H -0.18738 1.89082 -2.43207
H 0.98084 1.23260 -0.49684
H 0.53982 -0.95234 -1.92631
H -0.99564 -0.95463 -1.04994
H 1.54264 -1.88788 -0.17963
H -0.13213 -2.40398 0.28701
H 1.51250 -1.10922 2.21233
H -0.20384 -1.21047 2.11680
H -0.36440 2.18133 0.94234
```